Entry 1:
{"formula": "C22H50F5N3O8", "method": "ωB97M-V with the def2-TZVPD basis set", "lumo_energy_ev": -1.214, "orbital_gap_ev": 5.55, "energy_ev": -58051.9195, "spin_multiplicity": 1, "symbols": ["N", "C", "N", "C", "C", "C", "O", "O", "C", "C", "C", "C", "C", "F", "F", "C", "F", "F", "F", "N", "H", "H", "H", "H", "H", "H", "H", "H", "H", "H", "H", "H", "H", "H", "C", "C", "O", "H", "H", "H", "H", "H", "H", "C", "C", "O", "H", "H", "H", "H", "H", "H", "C", "C", "O", "H", "H", "H", "H", "H", "H", "C", "C", "O", "H", "H", "H", "H", "H", "H", "C", "C", "O", "H", "H", "H", "H", "H", "H", "C", "C", "O", "H", "H", "H", "H", "H", "H"], "positions_angstrom": [[-0.9869, -3.6782, -0.3263], [-0.1078, -3.8536, 0.7137], [-0.4594, -4.1681, 2.1518], [0.0461, -3.0753, 3.1029], [1.5710, -2.5308, 2.6833], [2.7527, -3.4459, 3.3554], [3.9175, -3.7877, 2.7995], [2.5419, -3.9157, 4.7644], [1.6977, -2.3046, 1.0652], [3.1005, -1.6226, 0.5628], [2.6877, -0.1109, -0.0214], [2.6780, 0.9760, 1.2339], [1.1520, 1.6041, 1.4892], [0.6798, 2.1269, 0.1766], [0.2245, 0.5997, 2.0715], [1.2957, 2.8213, 2.5792], [2.7040, 3.0996, 3.0059], [0.8442, 4.0772, 1.8713], [0.5238, 2.5937, 3.8486], [1.3942, -3.6605, 0.4165], [-0.6561, -3.1230, -1.1704], [-1.9907, -3.9885, -0.3179], [-1.5206, -4.1876, 2.2336], [0.0226, -3.5243, 4.2031], [-0.6774, -2.1274, 3.1142], [1.6379, -1.4455, 3.1756], [0.7993, -1.5959, 0.7246], [3.4583, -2.2227, -0.4029], [3.9261, -1.5392, 1.3893], [3.5521, 0.1935, -0.7606], [1.6779, -0.1275, -0.6269], [3.4428, 1.8323, 0.9076], [3.0339, 0.4233, 2.2293], [1.5382, -3.6166, -0.6161], [-5.2794, -3.9199, 3.6895], [-4.3029, -2.7726, 3.8450], [-3.1100, -3.0501, 3.1266], [-4.8390, -4.8525, 4.0574], [-6.2030, -3.7236, 4.2413], [-5.5258, -4.0787, 2.6345], [-4.0424, -2.6316, 4.8981], [-4.7311, -1.8390, 3.4675], [-3.3510, -3.1653, 2.1914], [7.8353, -4.1928, 0.7404], [6.7338, -3.2078, 1.0729], [6.0700, -2.8032, -0.1154], [8.5585, -3.7434, 0.0520], [8.3601, -4.5113, 1.6456], [7.4266, -5.0769, 0.2403], [7.1491, -2.3166, 1.5525], [5.9997, -3.6541, 1.7507], [5.6976, -3.6007, -0.5293], [-6.0907, -1.4893, -0.9667], [-5.4715, -1.7300, 0.3945], [-4.4380, -2.6984, 0.2929], [-6.4998, -2.4200, -1.3733], [-6.8926, -0.7482, -0.9049], [-5.3373, -1.1352, -1.6779], [-6.2227, -2.1045, 1.0961], [-5.0487, -0.8066, 0.8021], [-3.7719, -2.3526, -0.3258], [-1.0295, 2.8676, -3.7636], [-1.8187, 2.3595, -2.5748], [-1.8581, 0.9403, -2.5895], [-1.4805, 2.5235, -4.7002], [-0.9935, 3.9606, -3.7696], [-0.0053, 2.4811, -3.7426], [-2.8473, 2.7302, -2.6115], [-1.3666, 2.6887, -1.6342], [-0.9403, 0.6210, -2.5481], [1.7864, 8.2970, 1.7048], [0.6287, 8.0656, 0.7558], [0.6060, 6.7080, 0.3403], [2.7362, 8.0462, 1.2212], [1.8207, 9.3403, 2.0311], [1.6987, 7.6543, 2.5868], [0.7316, 8.6935, -0.1340], [-0.3257, 8.3018, 1.2363], [0.5058, 6.1591, 1.1370], [-2.2730, 2.5527, -8.2139], [-2.0388, 3.8871, -7.5368], [-0.7577, 3.9022, -6.9247], [-2.2044, 1.7356, -7.4882], [-3.2586, 2.5230, -8.6871], [-1.5100, 2.3660, -8.9766], [-2.7902, 4.0597, -6.7606], [-2.0930, 4.7081, -8.2583], [-0.0971, 3.7565, -7.6235]], "atomic_forces_ev_per_a": [[0.7, -0.2, 0.5], [2.0, 0.1, 1.7], [-0.6, 2.1, -4.7], [1.1, 1.4, 1.4], [-0.3, 0.5, 0.4], [3.7, -3.9, 5.1], [-5.7, 2.4, 0.9], [-0.3, 3.0, -7.3], [-0.2, 0.9, 1.4], [-1.4, 0.4, -1.5], [1.0, -0.4, 0.4], [-0.5, -0.5, -0.7], [1.4, -0.9, -0.5], [0.7, -1.6, 4.1], [2.4, 3.0, -2.1], [-0.1, 2.7, 1.5], [-4.9, -1.1, -1.5], [1.3, -3.9, 2.9], [2.7, 1.0, -4.7], [-4.3, 0.6, 0.5], [-0.5, -1.5, 1.6], [1.5, 0.5, 0.3], [1.7, 0.0, 0.0], [0.5, 0.9, -2.6], [1.4, -2.2, -0.4], [-0.1, -2.4, -1.0], [2.0, -1.1, 0.8], [-0.4, 1.1, 2.4], [-1.7, -0.6, -1.8], [-1.8, -0.4, 1.5], [2.0, 0.0, 1.3], [-2.1, -1.6, 1.2], [-0.8, 1.5, -2.1], [-0.3, 0.0, 1.0], [-0.2, -0.2, 0.1], [-0.3, -0.2, -0.1], [0.5, -0.1, -0.4], [-0.1, 0.2, 0.0], [0.0, -0.1, -0.1], [0.0, 0.1, 0.1], [0.2, 0.0, -0.2], [-0.1, 0.0, 0.1], [-0.3, 0.3, 0.3], [0.3, 0.0, 0.0], [-0.1, -0.6, 0.3], [-0.3, 0.1, -0.7], [0.0, 0.0, 0.1], [0.0, 0.0, -0.1], [0.0, 0.0, 0.2], [-0.1, 0.0, -0.2], [0.1, 0.1, 0.1], [0.2, 0.4, 0.3], [-0.2, 0.0, -0.1], [-0.2, 0.5, -0.3], [0.9, -0.5, 0.0], [0.0, 0.1, 0.1], [0.1, -0.1, -0.1], [-0.1, 0.1, 0.1], [0.3, -0.1, 0.0], [-0.2, 0.0, 0.0], [-0.5, 0.0, 0.3], [-0.1, 0.1, -0.1], [0.4, 0.2, -0.1], [0.1, -0.8, 0.2], [0.0, 0.1, 0.2], [0.1, -0.1, -0.1], [0.0, 0.1, 0.1], [0.1, -0.3, 0.0], [-0.1, 0.2, 0.0], [-0.5, 0.3, -0.1], [0.2, 0.2, 0.1], [0.1, -0.2, 0.3], [-0.1, -0.3, 0.0], [-0.2, 0.1, 0.0], [0.0, -0.1, 0.0], [-0.1, 0.1, 0.0], [-0.1, -0.2, 0.0], [0.0, 0.2, 0.0], [0.1, 0.3, -0.5], [-0.2, -0.2, 0.0], [0.2, -0.2, -0.3], [0.4, 0.1, 0.0], [-0.1, 0.1, 0.0], [0.1, -0.1, 0.0], [-0.1, 0.1, 0.0], [0.2, 0.0, 0.0], [-0.2, 0.0, 0.0], [-0.3, 0.1, 0.4]], "lowdin_charge": [0.17, -0.17, 0.07, -0.13, -0.14, -0.40, -0.13, -0.28, -0.27, -0.12, -0.17, -0.07, -0.19, -0.01, 0.00, -0.12, 0.02, 0.00, 0.03, 0.09, 0.15, 0.13, 0.11, 0.15, 0.12, 0.15, 0.13, 0.12, 0.13, 0.12, 0.11, 0.15, 0.15, 0.11, -0.08, -0.30, -0.12, 0.08, 0.08, 0.06, 0.12, 0.11, 0.05, -0.10, -0.33, -0.11, 0.07, 0.08, 0.07, 0.11, 0.09, 0.08, -0.08, -0.32, -0.11, 0.08, 0.08, 0.08, 0.11, 0.12, 0.08, -0.09, -0.32, -0.10, 0.06, 0.08, 0.08, 0.11, 0.10, 0.07, -0.10, -0.33, -0.09, 0.08, 0.07, 0.07, 0.11, 0.11, 0.06, -0.10, -0.33, -0.10, 0.07, 0.07, 0.07, 0.11, 0.11, 0.09]}



Entry 2:
{"formula": "C22H50N3OP2SZr", "method": "ωB97M-V with the def2-TZVPD basis set", "lumo_energy_ev": [-10.968, -10.956], "orbital_gap_ev": [5.81, 5.82], "energy_ev": -60807.7691, "spin_multiplicity": 1, "total_charge": 3, "symbols": ["Zr", "P", "P", "N", "C", "H", "H", "C", "H", "H", "C", "H", "H", "C", "H", "H", "C", "C", "H", "H", "H", "C", "C", "H", "H", "H", "C", "C", "H", "H", "H", "C", "C", "H", "H", "H", "C", "C", "H", "H", "H", "C", "H", "H", "H", "C", "H", "H", "H", "C", "H", "H", "H", "H", "H", "H", "H", "O", "H", "H", "C", "N", "C", "C", "S", "N", "C", "C", "H", "H", "H", "H", "H", "H", "H", "H", "H", "H", "H", "H"], "positions_angstrom": [[-0.2359, -1.8693, -0.2644], [0.1098, -0.9139, -2.6229], [-1.0270, -1.3137, 2.1255], [-2.2242, -1.2695, -0.6816], [-1.6364, -1.2676, -3.1105], [-1.8836, -0.7813, -4.0657], [-1.7761, -2.3519, -3.2694], [-2.6317, -0.8005, -2.0127], [-2.7549, 0.3095, -2.0218], [-3.6514, -1.1760, -2.2599], [-3.2049, -1.0035, 0.3808], [-4.2109, -1.3760, 0.0800], [-3.3632, 0.0945, 0.5086], [-2.7937, -1.6706, 1.7214], [-2.9494, -2.7605, 1.6327], [-3.4632, -1.3287, 2.5248], [-1.0302, 0.1921, 3.1407], [0.3576, 0.8091, 3.2845], [0.2660, 1.8132, 3.7151], [0.8342, 0.9352, 2.3047], [1.0267, 0.2368, 3.9314], [-0.3441, -2.8022, 2.9664], [1.0900, -2.5594, 3.4358], [1.5252, -3.5173, 3.7435], [1.1418, -1.8885, 4.2999], [1.7396, -2.1626, 2.6443], [1.1501, -2.2873, -3.2689], [2.6323, -2.0258, -2.9998], [3.1950, -2.9389, -3.2260], [2.8426, -1.7816, -1.9501], [3.0402, -1.2304, -3.6328], [0.4998, 0.7414, -3.2612], [1.7644, 1.3339, -2.6477], [1.8441, 2.3900, -2.9291], [2.6810, 0.8240, -2.9530], [1.7072, 1.3127, -1.5495], [1.9371, -1.3163, 0.3229], [-1.2743, -3.3440, 4.0443], [-1.3236, -2.6976, 4.9232], [-2.2874, -3.5220, 3.6728], [-0.8897, -4.3110, 4.3849], [0.8302, -2.6188, -4.7219], [1.3645, -3.5337, -4.9976], [-0.2335, -2.8144, -4.8836], [1.1605, -1.8416, -5.4144], [0.5316, 0.7724, -4.7858], [0.5510, 1.8180, -5.1125], [1.4387, 0.3098, -5.1871], [-0.3435, 0.3118, -5.2543], [-1.7006, -0.0010, 4.4990], [-1.0670, -0.5541, 5.2008], [-1.8724, 0.9816, 4.9535], [-2.6754, -0.4921, 4.4391], [-1.6360, 0.9037, 2.5505], [-0.3518, 1.3576, -2.9227], [-0.2941, -3.5792, 2.1775], [0.8678, -3.1793, -2.6735], [3.0142, -0.9505, 0.6089], [-0.6392, -3.6917, -0.7591], [0.1407, -3.7961, -0.3810], [2.9760, 2.0980, 0.9054], [1.8402, 3.0184, 0.7605], [2.2212, 4.4433, 0.6507], [0.6025, 2.5981, 0.4524], [0.1401, 0.7547, 0.0099], [-0.3961, 3.4913, 0.3518], [-0.5903, 4.5898, 1.3215], [-1.5831, 3.1392, -0.4291], [3.8507, 2.7247, 1.1083], [3.1655, 1.5305, -0.0183], [2.8451, 1.4234, 1.7615], [1.7732, 4.9101, -0.2486], [1.9750, 4.9807, 1.5876], [3.3137, 4.4395, 0.5559], [-0.5335, 5.5700, 0.8038], [-1.6063, 4.4617, 1.7272], [0.1282, 4.5364, 2.1583], [-1.3195, 2.9805, -1.4879], [-2.0254, 2.2138, -0.0241], [-2.2920, 3.9690, -0.3431]], "atomic_forces_ev_per_a": [[-2.4, 3.6, 0.2], [-0.4, -0.3, -0.4], [-0.5, -0.4, 0.3], [1.0, -1.2, 0.2], [-0.6, -0.1, 0.3], [0.2, -0.1, 0.2], [0.2, 0.3, 0.1], [-0.3, 0.3, -0.3], [0.3, -0.5, 0.2], [0.6, 0.0, 0.2], [-0.4, 0.2, 0.2], [0.6, 0.1, 0.1], [0.4, -0.5, -0.1], [-0.4, 0.0, -0.6], [0.2, 0.3, 0.1], [0.3, -0.1, -0.2], [0.1, 0.6, 0.1], [0.5, 0.3, -0.1], [0.0, -0.2, 0.1], [-0.1, -0.2, 0.5], [-0.2, 0.0, 0.0], [-0.2, 0.3, 0.1], [0.3, -0.3, 0.2], [-0.1, 0.2, 0.0], [-0.1, -0.1, -0.2], [-0.1, 0.0, 0.2], [-0.1, 0.3, -0.2], [0.3, -0.2, -0.1], [-0.1, 0.2, 0.0], [0.0, 0.0, -0.3], [-0.2, -0.1, 0.1], [0.1, 0.4, 0.0], [0.4, 0.3, 0.4], [0.0, -0.2, -0.2], [-0.2, 0.1, -0.2], [0.2, 0.0, -0.7], [6.5, 1.9, 1.7], [0.0, -0.6, 0.4], [0.0, 0.0, -0.2], [0.1, 0.1, 0.1], [-0.1, 0.1, 0.0], [0.2, -0.5, -0.4], [-0.1, 0.1, 0.0], [0.1, 0.1, 0.0], [-0.1, 0.0, 0.2], [0.1, 0.2, -0.5], [0.0, -0.1, 0.1], [-0.2, 0.0, 0.1], [0.2, 0.0, 0.1], [-0.2, 0.0, 0.4], [-0.1, 0.1, -0.2], [0.0, -0.1, -0.1], [0.1, 0.0, 0.0], [0.1, -0.3, 0.0], [0.1, -0.3, 0.0], [-0.1, 0.0, -0.1], [-0.1, 0.1, 0.0], [-5.1, -1.8, -1.4], [1.7, -1.8, 0.7], [-2.0, -0.9, -1.2], [0.2, -0.2, 0.4], [-1.0, -1.1, -0.7], [0.2, 0.3, 0.2], [0.4, -0.7, -0.2], [0.3, 3.7, 0.6], [0.3, -1.2, 0.1], [-0.1, 0.4, 0.2], [-0.3, -0.1, -0.1], [-0.2, -0.4, 0.0], [-0.2, 0.2, 0.3], [0.0, 0.2, -0.3], [0.1, -0.2, 0.7], [0.1, -0.1, -0.8], [-0.5, 0.3, -0.1], [0.0, -0.6, 0.4], [0.4, 0.2, 0.0], [-0.5, 0.0, -0.6], [-0.1, 0.1, 0.5], [0.0, 0.4, -0.2], [0.2, -0.3, -0.1]], "lowdin_charge": [1.01, 0.92, 0.93, -0.28, -0.28, 0.11, 0.10, -0.26, 0.13, 0.15, -0.27, 0.15, 0.13, -0.28, 0.10, 0.11, -0.53, -0.12, 0.10, -0.02, 0.08, -0.55, -0.08, 0.11, 0.09, 0.04, -0.55, -0.08, 0.11, 0.04, 0.09, -0.53, -0.13, 0.11, 0.08, -0.03, -0.16, -0.08, 0.08, 0.08, 0.11, -0.08, 0.11, 0.08, 0.08, -0.08, 0.11, 0.09, 0.08, -0.08, 0.09, 0.11, 0.08, 0.11, 0.10, 0.10, 0.09, 0.12, 0.11, 0.11, -0.02, -0.14, 0.00, -0.42, 0.59, -0.18, -0.01, -0.06, 0.11, 0.08, 0.09, 0.12, 0.11, 0.10, 0.12, 0.11, 0.10, 0.09, 0.05, 0.11]}



In the order shown, the computed largest force on an atom values come out to 7.924 6.963 eV/Å.